[1]
Entry from the Open Molecules 2025 dataset: C4H12N2Si in the gas phase at a distorted geometry (the ωB97M-V functional and the def2-TZVPD basis).

The geometry in XYZ format:
```
19
C4H12N2Si (the ωB97M-V functional and the def2-TZVPD basis)
H 0.40 -0.89 2.45
C 0.86 2.01 0.86
H 2.58 -1.44 -2.24
H 1.02 -0.32 -2.50
C 1.58 -1.08 -1.92
H -2.31 -0.04 -1.53
C -2.17 -0.50 -0.56
H 1.54 -2.06 -0.11
H -2.93 -0.02 0.20
H 0.69 1.66 1.94
H 0.77 3.11 0.78
C 1.06 -1.41 -0.75
H -0.28 1.80 -0.85
H -1.25 -1.08 2.27
N -0.25 1.42 0.13
Si -0.37 -0.33 0.17
H 1.89 1.70 0.34
N -0.38 -0.87 1.87
H -2.44 -1.65 -0.54
```

Values from the calculation:
SMILES   C=C[Si@@](C)(N)NC
Relative energy (zero: lowest compared OMol25 entry of this formula, charge and spin)   12.6 kcal per mole
HOMO level   -8.93 eV
Total energy   -558.61036 a.u.

=====

[2]
Entry from the Open Molecules 2025 dataset: 3 unconnected molecules or ions with the total composition C5H18NO4 at a distorted geometry (the ωB97M-V functional and the def2-TZVPD basis).

The geometry in XYZ format:
```
28
C5H18NO4 (the ωB97M-V functional and the def2-TZVPD basis)
H -1.89 0.63 0.19
H 1.98 1.71 -0.96
H -0.60 -1.70 -2.33
C 0.43 1.13 1.17
C 0.48 -0.07 2.15
H -2.02 -1.72 0.41
O -1.50 -2.50 0.65
H 1.35 1.68 1.37
O 1.20 -1.88 0.65
H -1.73 -1.15 -3.14
C 0.14 0.93 -0.30
N -1.34 1.11 -0.58
H 1.84 -1.61 2.62
H -0.31 1.85 1.53
C 0.94 1.85 -1.20
O 0.66 1.51 -2.56
H -1.97 -3.29 0.34
H 0.26 -0.08 -0.64
C 1.57 -1.04 1.72
H 0.61 0.39 3.13
H 2.50 -0.60 1.36
H 0.40 -2.39 0.84
O -1.35 -1.09 -2.25
H -1.69 2.07 -0.72
H 1.48 1.34 -3.03
H -1.57 0.56 -1.44
H 0.65 2.90 -1.10
H -0.50 -0.55 2.13
```

Values from the calculation:
Relative energy (zero: lowest compared OMol25 entry of this formula, charge and spin)   23.3 kcal per mole
HOMO level (alpha / beta)   -3.09 / -9.85 eV
2S+1   2
Total energy   -556.88389 a.u.

=====

Repeat the second record exactly.
Entry from the Open Molecules 2025 dataset: 3 unconnected molecules or ions with the total composition C5H18NO4 at a distorted geometry (the ωB97M-V functional and the def2-TZVPD basis).

The geometry in XYZ format:
```
28
C5H18NO4 (the ωB97M-V functional and the def2-TZVPD basis)
H -1.89 0.63 0.19
H 1.98 1.71 -0.96
H -0.60 -1.70 -2.33
C 0.43 1.13 1.17
C 0.48 -0.07 2.15
H -2.02 -1.72 0.41
O -1.50 -2.50 0.65
H 1.35 1.68 1.37
O 1.20 -1.88 0.65
H -1.73 -1.15 -3.14
C 0.14 0.93 -0.30
N -1.34 1.11 -0.58
H 1.84 -1.61 2.62
H -0.31 1.85 1.53
C 0.94 1.85 -1.20
O 0.66 1.51 -2.56
H -1.97 -3.29 0.34
H 0.26 -0.08 -0.64
C 1.57 -1.04 1.72
H 0.61 0.39 3.13
H 2.50 -0.60 1.36
H 0.40 -2.39 0.84
O -1.35 -1.09 -2.25
H -1.69 2.07 -0.72
H 1.48 1.34 -3.03
H -1.57 0.56 -1.44
H 0.65 2.90 -1.10
H -0.50 -0.55 2.13
```

Values from the calculation:
Relative energy (zero: lowest compared OMol25 entry of this formula, charge and spin)   23.3 kcal per mole
HOMO level (alpha / beta)   -3.09 / -9.85 eV
2S+1   2
Total energy   -556.88389 a.u.